Below is the molecule C3H2N2O2, with properties calculated with ωB97M-V/def2-TZVPD.

Element x y z (Å)
1 N 0.6828 -0.6253 -1.2960
2 C -0.2771 -0.5686 -0.5071
3 O -0.5127 0.2199 0.6009
4 C 0.3836 1.1669 0.9910
5 O 1.4226 1.4274 0.4541
6 C -1.7253 -1.2541 -0.8881
7 N -1.1400 -2.0618 -0.2319
8 H 1.3911 0.0783 -1.0848
9 H -0.0112 1.6563 1.8886

Atoms 1-6, force components in eV/Å:
N -0.2 0.1 0.3
C 0.7 0.3 -0.1
O 0.0 -0.1 -0.1
C 0.6 0.2 -0.2
O -0.6 -0.1 0.3
C 0.1 -0.8 0.4

Properties
**Spin multiplicity**: 1
**Charge**: 0
**HOMO-LUMO gap**: 10.8 eV


Below is a structure of composition C3H2N2O2, with properties calculated with ωB97M-V/def2-TZVPD.

Element x y z (Å)
1 O -2.8938 -0.4397 -0.5257
2 C -1.8300 -0.0208 -0.1989
3 C -0.6216 0.2063 0.2372
4 N 0.5105 0.8649 0.1174
5 C 1.6417 0.2568 -0.0016
6 N 1.7115 -1.1548 0.0352
7 O 0.5985 -1.6567 -0.0323
8 H -1.6483 1.1369 0.3906
9 H 2.5746 0.8078 -0.0219

Atoms 1-6, force components in eV/Å:
O 0.9 0.3 0.2
C -0.7 -0.4 -0.2
C 0.0 0.1 -0.1
N 0.0 -0.3 0.0
C -0.2 0.2 0.0
N -0.4 -0.1 0.0

Properties
**Spin multiplicity**: 1
**Charge**: 0
**HOMO-LUMO gap (alpha / beta)**: 7.7 / 7.7 eV


Below is the molecule C3H2N2O3, with properties calculated with ωB97M-V/def2-TZVPD.

Element x y z (Å)
1 O 1.7632 -0.7720 0.9627
2 C 2.0955 -0.1139 -0.0046
3 O 1.2375 0.7866 -0.8185
4 C -0.0818 0.5535 -0.2646
5 C -1.0399 0.9557 0.6057
6 O -2.0324 0.2011 0.3432
7 N -1.7642 -0.9789 -0.3323
8 N -0.4822 -0.7436 -0.6569
9 H 3.0076 0.2960 -0.4212
10 H -0.8714 1.6646 1.4268

Atoms 1-6, force components in eV/Å:
O 1.2 1.8 -3.2
C -1.4 1.4 1.3
O -2.0 -1.7 4.2
C 1.6 -3.8 -2.2
C 3.6 1.9 -1.1
O -5.4 -1.3 3.0

Properties
**Spin multiplicity**: 1
**Charge**: 0
**SMILES**: O=COc1conn1
**HOMO-LUMO gap**: 10.8 eV


Below is the molecule C3H2N2O3, with properties calculated with ωB97M-V/def2-TZVPD.

Element x y z (Å)
1 O -1.8950 -1.4698 -0.1672
2 C -1.2398 -0.4056 0.0775
3 O -1.5900 0.7629 0.2800
4 C 0.2110 -0.3286 -0.1644
5 C 0.9549 0.8088 -0.2981
6 N 2.3557 0.2538 -0.0051
7 N 2.2139 -1.0145 0.3081
8 O 0.9282 -1.3837 0.0000
9 H -2.6173 0.8668 0.3164
10 H 0.6785 1.9101 -0.3471

Atoms 1-6, force components in eV/Å:
O 1.6 4.1 1.7
C 0.1 -8.1 -3.9
O -5.6 5.0 1.5
C -0.3 2.6 -0.3
C 2.7 -1.5 1.3
N -3.2 -1.3 0.8

Properties
**Spin multiplicity**: 1
**Charge**: 0
**SMILES**: O=C(O)c1cnno1
**HOMO-LUMO gap**: 10.5 eV


Below is the molecule C3H2N2O3, with properties calculated with ωB97M-V/def2-TZVPD.

Element x y z (Å)
1 O 0.1314 2.2877 -0.2833
2 C 0.3282 1.0330 0.0824
3 O 1.8207 0.6852 0.4792
4 C 1.7256 -0.6903 -0.0095
5 N 0.6372 -1.3742 -0.1726
6 C -0.3414 -0.3604 -0.0020
7 N -1.4613 -0.7668 0.0626
8 O -2.3398 0.3629 0.1370
9 H 2.7736 -1.0952 -0.6127
10 H -3.2742 -0.0819 0.3189

Atoms 1-6, force components in eV/Å:
O 0.6 -9.0 2.8
C 1.7 7.6 -1.9
O -4.6 -3.0 -2.5
C 3.9 -0.8 -2.0
N 2.3 3.2 0.4
C 5.9 1.0 0.1

Properties
**Spin multiplicity**: 1
**Charge**: 0
**SMILES**: O=C1OC=N/C1=N/O
**HOMO-LUMO gap**: 9.3 eV


Below is the ion C3H2N2O4 with charge -2, with properties calculated with ωB97M-V/def2-TZVPD.

Element x y z (Å)
1 O 0.3149 2.2651 0.0322
2 C -0.1671 1.1123 0.1840
3 C -1.3105 0.3542 -0.0039
4 O -2.5164 0.8295 -0.1576
5 C -0.9471 -1.0401 -0.0137
6 O -1.6222 -2.0968 -0.0914
7 N 0.4743 -1.1815 0.0189
8 N 1.0936 -0.0277 0.5032
9 O 2.1324 0.4548 -0.4129
10 H 0.7828 -2.0321 0.4984
11 H 1.7652 1.3623 -0.5573

Atoms 1-6, force components in eV/Å:
O -0.6 -0.3 0.2
C 2.6 -1.4 0.2
C -0.4 0.5 0.3
O -0.5 0.0 -0.2
C 0.5 -0.9 -0.1
O 0.2 0.8 0.1

Properties
**Spin multiplicity**: 1
**Charge**: -2
**SMILES**: O=c1c([O-])c([O-])[nH]n1O
**HOMO-LUMO gap**: 4.7 eV


Below is a structure of composition C3H2N2OS, with properties calculated with ωB97M-V/def2-TZVPD.

Element x y z (Å)
1 C -0.5489 0.6357 1.8786
2 C -0.1320 0.2037 0.5855
3 C -0.4205 -1.1581 -1.2506
4 H -0.0183 -2.1450 -1.2543
5 H -1.2258 -0.9901 -1.9516
6 N -0.9358 0.8501 2.9384
7 N 0.8230 0.7254 -0.0464
8 O -0.8869 -0.8171 0.0795
9 S 0.9836 0.0347 -1.5597

Atoms 1-6, force components in eV/Å:
C -0.3 -0.2 0.7
C -0.2 -0.2 -0.3
C 0.3 1.3 0.5
H -0.1 -0.8 0.0
H -0.1 -0.2 -0.1
N 0.1 0.2 -0.2

Properties
**Spin multiplicity**: 1
**Charge**: 0
**HOMO-LUMO gap**: 9.3 eV


Below is the molecule C3H2N2OS, with properties calculated with ωB97M-V/def2-TZVPD.

Element x y z (Å)
1 C 0.4880 -1.1326 -0.1626
2 C 0.7368 -0.2222 0.7809
3 C -0.0391 -0.7161 -1.4303
4 N -0.5290 -0.3365 -2.4002
5 N 0.3817 1.3846 0.2709
6 O -2.1078 1.4201 0.8268
7 S -0.9387 2.1546 0.3493
8 H 0.8021 -2.1939 0.0701
9 H 1.2060 -0.3580 1.6952

Atoms 1-6, force components in eV/Å:
C 1.0 -0.6 1.1
C -2.6 3.7 -4.1
C -0.4 -0.3 0.0
N 0.3 -0.2 0.2
N 0.7 -2.4 1.7
O 0.4 0.9 -0.2

Properties
**Spin multiplicity**: 1
**Charge**: 0
**HOMO-LUMO gap**: 9.9 eV


Below is the molecule C3H2N2OS, with properties calculated with ωB97M-V/def2-TZVPD.

Element x y z (Å)
1 N -0.1546 -1.8545 -2.7791
2 C -0.1438 -1.1133 -1.8931
3 C -0.1904 -0.1664 -0.7708
4 N -0.5089 1.0257 -1.0067
5 S -0.4181 1.8833 0.5476
6 C 0.2660 0.3466 1.4276
7 O 0.1834 -0.6683 0.4450
8 H -0.3730 0.0961 2.3004
9 H 1.3393 0.4508 1.7292

Atoms 1-6, force components in eV/Å:
N 0.1 0.7 0.8
C -0.2 -0.5 0.1
C 0.5 -1.0 -0.7
N 0.1 0.9 1.8
S 0.3 -1.2 -0.6
C 0.1 0.9 0.3

Properties
**Spin multiplicity**: 1
**Charge**: 0
**SMILES**: N#CC1=NSCO1
**HOMO-LUMO gap**: 9.6 eV


Below is the molecule C3H2N2S, with properties calculated with ωB97M-V/def2-TZVPD.

Element x y z (Å)
1 S -2.3023 0.8548 0.9954
2 C -0.9969 -0.0521 0.5172
3 C -0.7989 -1.4197 0.2278
4 C 0.4353 -1.4793 -0.1914
5 N 1.1222 -0.3439 -0.4210
6 N 0.1898 0.6890 -0.0750
7 H 1.9070 0.0702 -0.9724
8 H 0.4437 1.6808 -0.0806

Atoms 1-6, force components in eV/Å:
S 0.4 -0.3 0.1
C 0.6 2.9 -1.0
C 1.0 0.3 -0.1
C 1.5 -0.2 -0.7
N -1.2 2.1 0.1
N -1.4 -2.4 0.6

Properties
**Spin multiplicity**: 1
**Charge**: 0
**SMILES**: S=c1c#c[nH][nH]1
**HOMO-LUMO gap (alpha / beta)**: 5.7 / 7.2 eV


Below is the molecule C3H2N2S2, with properties calculated with ωB97M-V/def2-TZVPD.

Element x y z (Å)
1 C -1.6184 -0.0409 0.0075
2 C -0.3128 -0.3487 0.0402
3 S 0.6112 -1.8973 0.0275
4 N 2.0692 -1.0759 0.0328
5 N 1.9789 0.1765 -0.0131
6 C 0.7306 0.7187 -0.0251
7 S 0.6382 2.3769 0.0382
8 H -2.3111 -0.8469 -0.0253
9 H -1.7858 0.9375 -0.0828

Atoms 1-6, force components in eV/Å:
C 2.5 -4.2 0.1
C 0.5 0.3 -0.4
S -1.5 0.6 0.2
N 0.1 0.7 -0.2
N 2.4 -1.0 0.0
C -1.1 1.4 0.6

Properties
**Spin multiplicity**: 1
**Charge**: 0
**SMILES**: C=C1SN=NC1=S
**HOMO-LUMO gap**: 7.0 eV


Below is the molecule C3H2N4O, with properties calculated with ωB97M-V/def2-TZVPD.

Element x y z (Å)
1 C -0.0322 -1.4729 0.3636
2 N -1.4464 -1.0153 0.3768
3 C -1.4636 0.2384 -0.1983
4 N -0.0548 0.6084 -0.3906
5 N 0.5187 1.7208 -0.7005
6 N 1.7490 1.6709 -0.2835
7 O 1.9721 0.3893 0.4405
8 C 0.8269 -0.3844 0.1676
9 H 0.2285 -2.4991 0.8059
10 H -2.2982 0.7439 -0.5815

Atoms 1-6, force components in eV/Å:
C -0.3 0.1 2.6
N 2.6 2.3 -3.1
C 4.4 -4.4 1.8
N -3.2 -2.5 1.1
N 4.5 0.8 1.5
N -2.6 -0.3 -0.5

Properties
**Spin multiplicity**: 1
**Charge**: 0
**SMILES**: c1ncn2nnoc12
**HOMO-LUMO gap**: 9.0 eV


Below is the molecule C3H2N4O, with properties calculated with ωB97M-V/def2-TZVPD.

Element x y z (Å)
1 C 1.4976 0.0858 -1.0094
2 C 0.6462 0.4016 1.0784
3 C 0.7853 -0.6895 -0.0098
4 N 1.8463 0.8498 -1.7870
5 N 2.3334 -3.8463 0.4974
6 N 1.8139 -2.8405 0.6240
7 N 1.4709 -1.7252 0.7848
8 O -0.0216 1.3602 1.0335
9 H 1.1884 -0.0491 1.9680
10 H -0.1649 -1.0561 -0.4227

Atoms 1-6, force components in eV/Å:
C 0.2 -0.7 -0.8
C -0.1 -2.2 1.9
C 0.2 -0.9 0.3
N 0.4 0.2 -0.2
N -1.3 1.1 0.5
N 2.3 -3.7 -2.3

Properties
**Spin multiplicity**: 1
**Charge**: 0
**HOMO-LUMO gap**: 10.8 eV


Below is the molecule C3H2N4O, with properties calculated with ωB97M-V/def2-TZVPD.

Element x y z (Å)
1 O -2.2597 -0.6852 0.6957
2 C -1.0936 -0.5532 0.2456
3 C -0.7690 0.7747 -0.2450
4 C 0.6388 1.0113 -0.2124
5 N 1.5346 0.2410 0.7704
6 N 1.7170 -0.9491 0.6585
7 N 0.8674 -1.8501 -0.4303
8 N -0.3375 -1.6125 -0.2956
9 H -1.5141 1.7573 -0.4203
10 H 1.2161 1.8658 -0.7666

Atoms 1-6, force components in eV/Å:
O 3.4 -1.0 -0.4
C -5.4 1.3 0.8
C 4.1 3.8 -0.2
C -1.5 0.5 0.0
N -1.5 0.2 -3.4
N 0.2 -0.8 0.7

Properties
**Spin multiplicity**: 1
**Charge**: 0
**SMILES**: O=c1ccnnnn1
**HOMO-LUMO gap**: 7.7 eV


Below is the molecule C3H2N4O, with properties calculated with ωB97M-V/def2-TZVPD.

Element x y z (Å)
1 C -1.3431 1.0635 -0.0370
2 N -2.0414 -0.0356 0.0509
3 N -1.2563 -1.2243 -0.0267
4 C -0.0685 -0.5980 0.0031
5 O 1.1681 -1.1079 -0.0114
6 N 2.0106 -0.0712 0.0744
7 C 1.3329 1.0293 -0.0930
8 N 0.0195 0.7345 -0.0232
9 H -1.6490 2.0140 0.1616
10 H 1.6503 2.0564 0.1632

Atoms 1-6, force components in eV/Å:
C 0.8 -2.6 0.4
N -0.7 -0.2 -0.7
N 1.8 4.2 0.6
C -0.7 -3.8 -0.6
O -0.8 -0.8 0.4
N 1.9 2.0 -1.0

Properties
**Spin multiplicity**: 1
**Charge**: 0
**SMILES**: c1nnc2oncn12
**HOMO-LUMO gap**: 10.3 eV


Below is the molecule C3H2N4O, with properties calculated with ωB97M-V/def2-TZVPD.

Element x y z (Å)
1 O 0.4197 2.3192 0.2362
2 C 0.2012 1.1895 -0.4522
3 C 0.9145 -0.0425 -0.6872
4 C 0.5229 -1.0649 0.0447
5 N -0.4042 -1.0565 1.2328
6 N -1.3608 -0.1835 1.3116
7 N -1.9831 0.2494 0.2586
8 N -1.3037 0.8698 -0.7543
9 H 1.9796 -0.2030 -1.1898
10 H 1.0138 -2.0776 -0.0004

Atoms 1-6, force components in eV/Å:
O -0.7 -6.9 -4.8
C -2.3 5.9 5.0
C 3.6 0.5 -1.3
C -2.1 -3.2 2.5
N 0.4 2.6 -1.9
N 1.5 -2.9 1.6

Properties
**Spin multiplicity**: 1
**Charge**: 0
**SMILES**: O=c1ccnnnn1
**HOMO-LUMO gap**: 8.6 eV


Below is the molecule C3H2N4O, with properties calculated with ωB97M-V/def2-TZVPD.

Element x y z (Å)
1 C 1.6609 0.8767 -0.0122
2 N 1.4057 -0.3889 0.0679
3 N 0.0453 -0.4304 0.1024
4 C -0.9239 -1.3805 -0.0265
5 N -2.0442 -0.6833 -0.0467
6 N -1.9328 0.6070 0.1010
7 C -0.4670 0.7791 0.1135
8 O 0.5243 1.6826 -0.0223
9 H 2.6468 1.3862 -0.0991
10 H -0.9153 -2.4486 -0.1779

Atoms 1-6, force components in eV/Å:
C -0.1 0.2 -0.1
N 1.0 0.8 -0.3
N 1.6 -1.2 -0.2
C -1.3 1.1 -0.1
N -0.9 -1.9 0.4
N 4.4 2.3 -0.5

Properties
**Spin multiplicity**: 1
**Charge**: 0
**SMILES**: c1nn2cnnc2o1
**HOMO-LUMO gap**: 9.9 eV


Below is the molecule C3H2N4S, with properties calculated with ωB97M-V/def2-TZVPD.

Element x y z (Å)
1 S -2.2689 -0.0856 -0.3856
2 C -0.7477 0.0698 0.2177
3 C 0.0644 1.3154 0.5202
4 N 1.3013 1.4534 0.1175
5 N 1.7459 0.4963 -0.6834
6 C 1.7047 -0.7739 -0.5453
7 N 1.0630 -1.4407 0.4569
8 N -0.0466 -0.9345 0.8523
9 H -0.5274 2.0876 1.0986
10 H 2.2564 -1.4068 -1.2879

Atoms 1-6, force components in eV/Å:
S 1.6 0.3 0.4
C -0.3 0.8 -0.3
C -0.8 0.8 0.1
N -2.7 -0.3 1.2
N 1.7 -0.3 -1.2
C 0.1 -0.2 -1.9

Properties
**Spin multiplicity**: 1
**Charge**: 0
**SMILES**: S=c1cnncnn1
**HOMO-LUMO gap**: 8.0 eV


Below is the ion C3H2NO2S2 with charge -1, with properties calculated with ωB97M-V/def2-TZVPD.

Element x y z (Å)
1 N -1.5410 0.4813 -2.3416
2 C -0.8956 0.1248 -1.4313
3 C -0.0407 -0.3817 -0.0016
4 S 1.4495 -1.2055 -0.6323
5 S -1.1874 -1.5104 0.8888
6 C 0.3080 0.9781 0.6070
7 O -0.5480 1.2928 1.4275
8 O 1.3219 1.4776 0.1158
9 H 2.2719 -0.1838 -0.7655
10 H -1.1385 -1.0732 2.1331

Atoms 1-6, force components in eV/Å:
N 1.5 -0.8 1.8
C -0.2 -0.4 1.2
C -1.3 -0.2 -3.8
S -0.4 -1.9 0.1
S 0.2 -0.4 -1.3
C -0.3 -0.2 0.2

Properties
**Spin multiplicity**: 1
**Charge**: -1
**SMILES**: N#CC(S)(S)C(=O)[O-]
**HOMO-LUMO gap**: 8.3 eV


Below is the ion C3H2NO3 with charge -1, with properties calculated with ωB97M-V/def2-TZVPD.

Element x y z (Å)
1 O 0.4611 2.5621 0.5613
2 C -0.2923 1.6581 0.2413
3 O -1.5114 1.4422 0.2116
4 C 0.6177 0.2161 -0.2133
5 C -0.0436 -1.0484 -0.1941
6 N -0.6628 -2.0500 -0.2071
7 O -1.1382 -3.1511 -0.1148
8 H 1.2456 0.1603 0.8138
9 H 1.3238 0.2107 -1.0988

Atoms 1-6, force components in eV/Å:
O 0.0 0.3 0.0
C -0.5 -1.9 -0.9
O 0.8 0.6 0.1
C 2.1 0.8 2.4
C -2.5 -2.8 -0.5
N 2.8 4.1 0.3

Properties
**Spin multiplicity**: 1
**Charge**: -1
**SMILES**: O=C([O-])CC#[N+][O-]
**HOMO-LUMO gap**: 8.3 eV


Calculated E_tot in order - -375.3978, -375.2938, -450.5926, -450.6400, -450.5743, -525.8524, -698.4072, -698.3493, -698.4027, -622.9614, -1021.3044, -409.6130, -409.6511, -409.5603, -409.6675, -409.5436, -409.6843, -732.5713, -1117.1632, -395.9618 hartree
Calculated ΔE to the lowest compared entry with this formula, charge and spin in order - 71.36, 136.60, 132.22, 102.48, 143.66, 0.00, 21.32, 57.67, 24.14, 132.86, 47.24, 72.30, 48.41, 105.33, 38.11, 115.83, 27.55, 68.89, 9.51, 71.47 kcal/mol
Calculated largest force on an atom in order - 0.89, 0.98, 6.70, 9.03, 9.41, 2.96, 1.38, 6.09, 2.05, 3.11, 4.90, 6.48, 4.93, 5.63, 4.63, 8.48, 4.93, 3.00, 4.03, 5.01 eV/A